Model P:
This record from OMol25 describes C16H25N4O9P2V as an isolated structure. The level of theory is wB97M-V/def2-TZVPD.

## Properties
LUMO level (spin up / spin down) (eV): 1.516 / 1.508
Spin multiplicity: 4
Net charge: -1
Gap between HOMO and LUMO (spin up / spin down) (Ha): 0.1401 / 0.2227

Each line ends with the Löwdin spin population.
CARTESIAN COORDINATES (ANGSTROEM)
V  -1.05052  0.04267  1.87169  2.365
C  -4.91290  -1.48999  1.46122  0.020
C  -3.77049  -0.68334  0.95689  0.120
O  -2.69622  -0.71751  1.71756  0.036
C  -3.77874  0.04938  -0.20266  0.009
C  -2.66834  0.83137  -0.68189  0.159
C  -2.86158  1.73565  -1.86212  0.027
N  -1.47527  0.78674  -0.05669  0.004
N  -0.42946  1.51531  -0.60847  0.004
C  0.56432  1.56339  0.23072  0.070
O  0.48260  0.96777  1.40086  0.005
C  1.79993  2.29943  -0.08895  0.003
C  2.90993  2.15476  0.73692  0.014
C  4.08979  2.83873  0.44872  0.000
C  4.17624  3.66020  -0.66813  0.016
C  3.06150  3.81811  -1.48576  -0.001
C  1.87832  3.14253  -1.19699  0.014
H  -4.62024  -2.54152  1.54584  0.006
H  -5.77918  -1.40771  0.80267  0.000
H  -5.18516  -1.16040  2.46828  0.006
H  -4.70023  0.09924  -0.77004  -0.003
H  -3.92327  1.95238  -1.99479  0.001
H  -2.49119  1.30118  -2.80158  0.010
H  -2.31805  2.67019  -1.70890  0.004
H  2.83483  1.48282  1.58494  0.001
H  4.94937  2.71778  1.09773  0.000
H  5.10105  4.17555  -0.89856  0.001
H  3.10966  4.47922  -2.34472  -0.001
H  0.99578  3.27417  -1.81215  0.001
O  -1.43257  -1.92721  4.23090  0.005
P  -0.52587  -0.66257  4.60782  0.008
O  -0.25165  -0.63385  6.04787  0.002
O  -1.06070  0.59790  3.88968  0.028
O  0.90004  -0.96562  3.77107  0.018
P  1.20548  -2.02518  2.58736  0.005
O  1.60901  -3.33807  3.43411  0.001
O  2.35363  -1.56059  1.77249  0.001
O  -0.10562  -2.37915  1.87683  0.029
H  -1.18215  -2.36135  3.39207  0.001
H  2.27556  -3.10337  4.08459  0.000
N  1.14805  -0.67107  -3.30567  0.000
C  -0.32487  -0.67434  -2.91363  0.001
C  -0.54867  -1.89998  -2.05576  0.001
N  0.30955  -1.78809  -0.92121  0.005
C  1.71077  -1.83958  -1.23282  0.001
C  2.05565  -0.64094  -2.08140  0.000
H  1.34443  0.12394  -3.90712  0.000
H  1.34871  -1.53397  -3.81098  0.000
H  -0.92587  -0.64773  -3.82188  0.000
H  -0.47246  0.21234  -2.30069  0.000
H  -0.33776  -2.80411  -2.66463  0.000
H  -1.59396  -1.92748  -1.74634  0.000
H  0.02791  -2.18092  -0.02334  0.002
H  1.99189  -2.76203  -1.78600  0.000
H  2.26998  -1.79762  -0.29376  0.000
H  3.08727  -0.64060  -2.43110  0.000
H  1.83169  0.27313  -1.54007  0.000

---

Model Q:
This record from OMol25 describes C16H25N4O9P2V as an isolated structure. The level of theory is wB97M-V/def2-TZVPD.

## Properties
LUMO level (spin up / spin down) (eV): 2.644 / 2.630
Spin multiplicity: 4
Net charge: -1
Gap between HOMO and LUMO (spin up / spin down) (Ha): 0.2207 / 0.2699

Each line ends with the Löwdin spin population.
CARTESIAN COORDINATES (ANGSTROEM)
V  -0.13349  0.89838  -0.88225  2.638
C  1.30761  4.69275  -2.08443  0.007
C  1.17981  3.18509  -2.00507  0.053
O  0.26710  2.75158  -1.19394  0.056
C  2.06160  2.41527  -2.73466  0.004
C  2.16345  0.99199  -2.66434  0.071
C  3.32739  0.26619  -3.28348  0.011
N  1.26488  0.31690  -2.00952  -0.028
N  1.48111  -1.02962  -1.66993  0.021
C  1.22569  -1.02629  -0.08235  0.014
O  1.11212  0.15321  0.45774  0.037
C  2.01165  -3.18960  0.70681  0.000
C  1.15146  -3.69779  1.66956  0.000
C  1.01702  -5.07025  1.81130  0.000
C  1.74247  -5.93479  1.00361  0.000
C  2.61756  -5.41850  0.05669  0.000
C  2.75650  -4.04871  -0.09060  0.000
H  0.32025  5.15303  -2.03441  0.001
H  1.80816  4.99949  -3.00148  0.000
H  1.89012  5.05052  -1.23187  0.003
H  2.78473  2.93772  -3.34622  -0.001
H  3.98919  0.95409  -3.80789  0.000
H  2.96619  -0.50072  -3.96824  0.003
H  3.87902  -0.24379  -2.49294  0.004
H  0.58034  -3.01646  2.28542  0.000
H  0.33892  -5.46446  2.55800  0.000
H  1.62080  -7.00598  1.10974  0.000
H  3.18368  -6.08954  -0.57806  0.000
H  3.41423  -3.62378  -0.83694  0.000
O  -3.55934  -1.70067  -0.93982  0.001
P  -2.67810  -1.53880  0.39737  0.001
O  -3.46295  -1.80492  1.61303  0.001
O  -2.19644  -0.00011  0.31578  0.026
O  -1.39852  -2.38373  0.17719  0.001
P  -0.09903  -1.71334  -1.14454  0.021
O  0.09854  -3.20346  -1.68870  0.000
O  2.18531  -1.82974  0.58522  0.006
O  -1.11973  -0.92265  -1.92601  0.027
H  -2.93679  -1.45365  -1.65835  0.000
H  -0.55182  -3.76693  -1.23635  0.000
N  -3.43064  1.94090  1.87694  0.000
C  -3.18714  3.25227  1.27516  0.000
C  -1.66482  3.52601  1.26266  0.002
N  -0.98881  2.25731  1.41226  0.012
C  -1.18199  1.68031  2.73534  0.001
C  -2.67506  1.77290  3.10947  0.000
H  -2.71636  0.60581  0.90339  0.000
H  -4.41722  1.77001  2.01347  0.000
H  -3.69696  4.05722  1.82537  0.000
H  -3.58394  3.23403  0.25827  0.000
H  -1.41003  4.23174  2.07216  0.000
H  -1.36323  3.97163  0.31696  0.000
H  -0.00452  2.30874  1.18200  0.002
H  -0.58568  2.19760  3.50155  0.000
H  -0.86487  0.63775  2.69383  0.000
H  -2.84084  2.61123  3.80467  0.000
H  -2.99858  0.85661  3.60145  0.000

---

The most stable of them is model P.

---

Model P:
This record from OMol25 describes a 9-piece molecular cluster, C28H64FN3O8S overall. The level of theory is wB97M-V/def2-TZVPD.

## Properties
LUMO level (eV): -1.235
Gap between HOMO and LUMO (Ha): 0.2601

Each line ends with the Löwdin charge.
CARTESIAN COORDINATES (ANGSTROEM)
C  5.17241  -0.63628  1.96966  -0.075
C  4.36062  0.77259  1.90009  -0.296
F  4.07653  1.23273  0.55119  -0.081
C  3.06625  0.62269  2.85840  -0.124
C  1.65453  0.94886  2.15905  -0.081
C  0.73485  2.05292  2.86640  0.035
C  -0.71645  2.45977  2.32777  -0.276
N  -1.66435  3.42802  2.91750  -0.280
S  -3.00886  3.39911  1.84057  0.866
N  -2.59074  2.22259  0.65919  -0.289
C  -1.24987  1.72873  1.00901  -0.258
C  -0.36916  0.61966  0.26855  0.041
C  1.06183  0.25653  0.85490  -0.091
C  1.88716  -0.89201  0.08220  -0.156
C  1.03420  -2.28316  -0.01780  -0.171
C  1.38512  -3.19913  1.28781  -0.272
N  0.89495  -2.58892  2.58030  -0.024
H  5.88658  -0.55423  2.88153  0.093
H  5.70137  -0.92168  0.98898  0.088
H  4.44979  -1.51965  2.22979  0.070
H  5.06919  1.56671  2.38037  0.145
H  3.20250  1.39447  3.72411  0.119
H  2.96973  -0.40874  3.37365  0.116
H  1.15285  2.56529  3.80872  0.096
H  -0.81338  0.11091  -0.66050  0.107
H  2.22555  -0.51757  -0.97373  0.124
H  2.86661  -1.14715  0.64446  0.086
H  1.20705  -2.83946  -1.01466  0.104
H  -0.11940  -2.08930  0.03624  0.107
H  0.85679  -4.21779  1.10792  0.092
H  2.53471  -3.34877  1.37547  0.113
H  -0.11822  -2.33697  2.50790  0.049
H  1.02673  -3.30810  3.32564  0.072
C  -1.07158  6.97547  1.86013  -0.099
C  0.31326  6.80536  1.26902  -0.316
O  1.18642  6.22535  2.22888  -0.088
H  -1.03388  7.61035  2.75014  0.078
H  -1.75330  7.42565  1.13382  0.063
H  -1.47866  6.01027  2.17443  0.034
H  0.72607  7.77395  0.97634  0.113
H  0.28510  6.16073  0.38477  0.111
H  0.81765  5.36387  2.47591  0.065
C  -4.28971  8.89636  2.36065  -0.091
C  -4.76380  7.64649  1.64668  -0.334
O  -6.07476  7.84547  1.13399  -0.087
H  -4.96796  9.15084  3.18003  0.079
H  -3.28406  8.75718  2.76513  0.057
H  -4.27944  9.75166  1.67798  0.076
H  -4.79353  6.79982  2.33705  0.111
H  -4.09653  7.39233  0.81715  0.097
H  -6.03723  8.59141  0.51751  0.084
C  -1.47940  -6.32262  -1.59079  -0.084
C  -0.18338  -5.57888  -1.84172  -0.314
O  0.63109  -5.60863  -0.67610  -0.110
H  -2.02286  -5.87545  -0.75452  0.060
H  -2.11820  -6.30321  -2.47728  0.074
H  -1.28176  -7.36494  -1.32154  0.077
H  -0.38429  -4.53334  -2.08863  0.107
H  0.37245  -6.02883  -2.67050  0.108
H  0.81152  -6.53768  -0.46985  0.091
C  -5.83531  -4.50221  0.97357  -0.092
C  -4.47061  -4.93245  0.47461  -0.330
O  -4.60346  -5.69502  -0.71771  -0.107
H  -6.46594  -5.37471  1.16673  0.077
H  -5.74833  -3.91870  1.89379  0.072
H  -6.34968  -3.89752  0.22042  0.074
H  -3.96932  -5.55408  1.22076  0.114
H  -3.83781  -4.06342  0.26754  0.108
H  -5.04098  -5.13385  -1.37690  0.063
C  5.56810  1.29295  -2.84515  -0.093
C  4.80013  2.58488  -3.03606  -0.319
O  3.40269  2.34223  -2.93986  -0.090
H  5.27344  0.55608  -3.59770  0.081
H  6.64491  1.46425  -2.92163  0.060
H  5.34939  0.85411  -1.86656  0.057
H  5.00389  3.00857  -4.02252  0.112
H  5.08121  3.32320  -2.27828  0.108
H  3.23002  1.97532  -2.05972  0.067
C  -3.47515  -0.30064  4.61876  -0.086
C  -2.11027  -0.73132  4.12099  -0.317
O  -2.24301  -1.49731  2.93002  -0.105
H  -4.10545  -1.17301  4.81417  0.076
H  -3.38852  0.28522  5.53739  0.077
H  -3.98984  0.30197  3.86398  0.069
H  -1.60853  -1.35090  4.86853  0.115
H  -1.47799  0.13729  3.91160  0.092
H  -2.68039  -0.93817  2.27042  0.080
C  -7.47524  -6.17724  -4.58547  -0.094
C  -6.17745  -5.43509  -4.83343  -0.318
O  -5.36442  -5.46781  -3.66736  -0.099
H  -8.01924  -5.73016  -3.74859  0.077
H  -8.11290  -6.15559  -5.47290  0.074
H  -7.27964  -7.22008  -4.31778  0.074
H  -6.37609  -4.38903  -5.07897  0.114
H  -5.62158  -5.88467  -5.66211  0.109
H  -5.18576  -6.39767  -3.46143  0.087
C  9.91825  1.57254  -4.53008  -0.097
C  8.90973  0.52009  -4.94486  -0.330
O  7.76250  1.13837  -5.51232  -0.096
H  9.47763  2.26111  -3.80343  0.074
H  10.80431  1.11090  -4.08675  0.074
H  10.22752  2.17284  -5.39118  0.072
H  8.58707  -0.06275  -4.07857  0.109
H  9.34011  -0.16565  -5.68150  0.107
H  8.05534  1.64543  -6.28377  0.086

---

Model Q:
This record from OMol25 describes C28H64FN3O8S as an isolated structure. The level of theory is wB97M-V/def2-TZVPD.

## Properties
LUMO level (eV): -0.913
Gap between HOMO and LUMO (Ha): 0.2769

Each line ends with the Löwdin charge.
CARTESIAN COORDINATES (ANGSTROEM)
C  5.05795  -0.60081  1.94852  -0.059
C  4.24752  0.77149  1.89686  -0.324
F  3.96001  1.22077  0.58378  -0.050
C  2.97563  0.61886  2.83754  -0.109
C  1.59977  0.93309  2.15409  -0.106
C  0.73396  1.96375  2.81983  0.031
C  -0.64837  2.34246  2.30175  -0.325
N  -1.55354  3.26245  2.86956  -0.254
S  -2.86559  3.23012  1.81724  0.908
N  -2.43537  2.08516  0.67232  -0.263
C  -1.15054  1.63570  1.03083  -0.301
C  -0.29375  0.58644  0.33601  0.038
C  1.04803  0.26083  0.89971  -0.118
C  1.87173  -0.85397  0.15740  -0.143
C  1.04813  -2.22202  0.05950  -0.169
C  1.38279  -3.11016  1.33877  -0.273
N  0.88496  -2.49634  2.60386  -0.003
H  5.76092  -0.52290  2.83227  0.089
H  5.57226  -0.86296  0.98379  0.085
H  4.36454  -1.46955  2.19747  0.064
H  4.93175  1.54785  2.36433  0.140
H  3.10242  1.36928  3.68203  0.116
H  2.88686  -0.39042  3.33693  0.114
H  1.13588  2.46401  3.73987  0.105
H  -0.71088  0.08297  -0.57164  0.115
H  2.20671  -0.49049  -0.86843  0.122
H  2.82396  -1.09009  0.71646  0.080
H  1.22941  -2.76987  -0.90864  0.102
H  -0.07631  -2.03704  0.10116  0.104
H  0.86991  -4.11495  1.16325  0.092
H  2.50404  -3.25223  1.43643  0.109
H  -0.11547  -2.25047  2.51753  0.049
H  1.00656  -3.19521  3.34650  0.068
C  -0.95081  6.81656  1.83762  -0.097
C  0.43881  6.65202  1.25412  -0.313
O  1.31504  6.07958  2.21826  -0.085
H  -0.92069  7.45333  2.72506  0.078
H  -1.63106  7.26095  1.10739  0.063
H  -1.35316  5.85094  2.15155  0.035
H  0.84816  7.62029  0.96145  0.112
H  0.41682  6.00526  0.37079  0.111
H  0.95265  5.21968  2.46567  0.063
C  -4.17869  8.72106  2.31847  -0.090
C  -4.64633  7.46747  1.60456  -0.330
O  -5.95801  7.65837  1.08506  -0.085
H  -4.86060  8.97388  3.13334  0.078
H  -3.17522  8.58698  2.72732  0.056
H  -4.16806  9.57433  1.63430  0.076
H  -4.67635  6.62335  2.29559  0.110
H  -3.97335  7.21442  0.77904  0.097
H  -5.92243  8.39945  0.46942  0.080
C  -1.43812  -6.25928  -1.55206  -0.083
C  -0.14037  -5.51343  -1.79117  -0.310
O  0.66353  -5.52919  -0.61453  -0.106
H  -1.99232  -5.80862  -0.72783  0.059
H  -2.06540  -6.24747  -2.44565  0.074
H  -1.24139  -7.29894  -1.27387  0.077
H  -0.34071  -4.47144  -2.04684  0.107
H  0.42610  -5.96777  -2.61080  0.108
H  0.84525  -6.45168  -0.39969  0.087
C  -5.82774  -4.42524  0.95231  -0.092
C  -4.45839  -4.86015  0.46755  -0.327
O  -4.57549  -5.63188  -0.72277  -0.105
H  -6.45975  -5.29525  1.14417  0.076
H  -5.74909  -3.83719  1.86954  0.071
H  -6.33382  -3.82403  0.19190  0.074
H  -3.96544  -5.47758  1.22056  0.113
H  -3.82363  -3.99122  0.26327  0.108
H  -5.00423  -5.07787  -1.38969  0.060
C  5.43016  1.30246  -2.81940  -0.091
C  4.64919  2.58837  -3.00129  -0.315
O  3.25141  2.33839  -2.89842  -0.088
H  5.13772  0.56649  -3.57151  0.080
H  6.50416  1.48295  -2.90219  0.060
H  5.22134  0.85960  -1.84093  0.057
H  4.84232  3.01620  -3.98627  0.111
H  4.93045  3.32632  -2.24259  0.109
H  3.08597  1.96945  -2.02184  0.063
C  -3.50523  -0.19241  4.56982  -0.085
C  -2.13547  -0.62925  4.08875  -0.311
O  -2.25235  -1.41041  2.90267  -0.100
H  -4.13678  -1.06163  4.76791  0.076
H  -3.42742  0.40229  5.48255  0.077
H  -4.01168  0.40307  3.80473  0.067
H  -1.64176  -1.24105  4.84578  0.115
H  -1.50167  0.23816  3.87800  0.091
H  -2.68066  -0.86161  2.23391  0.076
C  -7.40222  -6.14313  -4.62648  -0.093
C  -6.09994  -5.40163  -4.85785  -0.314
O  -5.29951  -5.42541  -3.68002  -0.097
H  -7.95754  -5.69279  -3.80077  0.077
H  -8.02653  -6.12533  -5.52241  0.074
H  -7.21089  -7.18431  -4.35249  0.074
H  -6.29425  -4.35812  -5.10980  0.113
H  -5.53353  -5.85512  -5.67738  0.109
H  -5.12236  -6.34979  -3.46601  0.084
C  9.77256  1.61888  -4.52654  -0.096
C  8.76568  0.56316  -4.94085  -0.327
O  7.60860  1.17395  -5.50075  -0.094
H  9.33251  2.30162  -3.79616  0.073
H  10.66230  1.16040  -4.08920  0.073
H  10.07546  2.22283  -5.38640  0.072
H  8.44966  -0.02323  -4.07648  0.108
H  9.19769  -0.11804  -5.68117  0.107
H  7.89092  1.68331  -6.26925  0.082

---

The most stable of them is model Q.

---

Model P:
This record from OMol25 describes a 2-piece molecular cluster, Cl2H3N3 overall. The level of theory is wB97M-V/def2-TZVPD.

## Properties
LUMO level (eV): -0.082
Gap between HOMO and LUMO (Ha): 0.3502

Each line ends with the Löwdin charge.
CARTESIAN COORDINATES (ANGSTROEM)
N  -0.58594  0.86829  0.01532  0.087
N  0.62802  0.38586  0.11680  -0.280
N  1.10307  -0.72719  -0.28070  -0.421
Cl  2.80403  -0.66344  -0.16557  0.581
Cl  -2.98731  -1.41815  -0.12627  0.244
H  -1.74062  -1.13191  -0.29599  -0.308
H  -0.67430  1.73231  0.38649  0.005
H  1.45304  0.95424  0.34992  0.092

---

Model Q:
This record from OMol25 describes a 2-piece molecular cluster, Cl2H3N3 overall. The level of theory is wB97M-V/def2-TZVPD.

## Properties
LUMO level (eV): 0.615
Gap between HOMO and LUMO (Ha): 0.3577

Each line ends with the Löwdin charge.
CARTESIAN COORDINATES (ANGSTROEM)
N  -0.26230  -1.36146  -0.10805  0.046
N  -0.66496  -0.20019  0.11739  -0.398
N  -0.28502  0.66292  0.88301  -0.544
Cl  -0.97833  2.15268  0.62415  0.609
Cl  2.05197  0.72031  -0.60924  0.217
H  2.39358  -0.34450  0.26587  -0.097
H  -0.89118  -1.91048  -0.70410  0.063
H  -1.36375  0.28072  -0.46904  0.105

---

The most stable of them is model P.